Record 1
Formula: C45H67FN3O25Sr
Source: OMol25
Level of theory: ωB97M-V/def2-TZVPD

Structure (XYZ):
```
142
Properties=species:S:1:pos:R:3:forces:R:3
Sr 3.531 -2.790 -3.402 -2.9 -0.2 0.3
O -1.662 1.899 2.154 0.0 0.1 0.9
H -2.579 2.272 2.281 -1.6 -0.3 -0.8
H -1.044 2.644 2.109 0.2 0.3 0.0
H -1.541 1.232 1.421 -0.1 -0.4 0.1
O -3.434 -3.776 -0.298 -0.4 0.5 0.4
H -3.170 -3.969 -1.244 0.6 -0.1 -0.9
H -2.928 -3.035 0.073 0.0 0.1 -0.5
H -3.242 -4.555 0.279 1.0 -1.7 -0.1
C -6.877 3.062 -0.736 -0.2 -2.6 -1.2
C -6.048 3.364 0.314 -1.9 2.2 1.7
C -5.109 2.339 0.906 2.4 -0.7 1.4
O -4.297 2.664 1.879 0.1 0.8 -0.2
C -5.051 1.059 0.427 -1.1 0.4 -0.9
C -5.814 0.673 -0.730 0.2 1.2 0.8
C -6.891 1.744 -1.281 1.1 -0.2 -1.4
O -7.519 1.416 -2.300 -0.4 -0.2 0.5
O -5.551 -0.370 -1.291 -0.7 -0.8 -0.9
O -6.270 4.467 0.906 1.4 -0.3 0.3
H -7.670 3.715 -1.071 0.2 0.3 0.1
H -4.337 0.327 0.776 0.2 0.1 0.3
C -0.581 -3.708 -3.852 -2.3 0.0 -0.3
C 0.238 -4.127 -4.852 1.7 0.2 0.6
C -0.310 -4.872 -6.067 0.1 -2.6 -2.0
O 0.390 -5.504 -6.933 1.5 1.5 1.1
C -1.666 -5.083 -6.235 -1.9 1.6 2.0
C -2.613 -4.558 -5.296 0.1 0.6 0.3
C -2.003 -4.014 -3.908 0.5 -1.0 0.3
O -2.689 -4.047 -2.871 -0.3 0.4 -0.6
O -3.834 -4.475 -5.447 0.2 -0.3 0.1
O 1.526 -3.997 -4.692 1.0 0.4 -0.5
H -0.244 -3.315 -2.904 0.4 0.0 0.0
H -2.069 -5.562 -7.115 0.2 -0.1 -0.1
C 0.381 -1.871 -0.008 0.3 3.2 -0.9
C 1.402 -1.857 -0.955 -0.2 -1.9 0.7
C 1.810 -0.554 -1.668 1.2 -0.7 -2.2
O 2.546 -0.541 -2.729 0.7 -2.2 0.4
C 1.423 0.669 -1.277 -2.0 1.3 2.9
C 0.436 0.786 -0.238 0.6 -0.9 -0.9
C -0.200 -0.578 0.318 -0.1 -1.9 0.7
O -1.161 -0.544 1.112 0.3 1.6 -0.5
O 0.035 1.875 0.201 -0.1 -0.1 0.1
O 1.979 -2.965 -1.215 1.2 1.2 -1.4
H 0.014 -2.815 0.373 0.0 0.2 0.1
H 1.833 1.536 -1.775 -0.2 0.1 0.0
F -2.115 -6.172 0.153 -0.5 1.0 0.3
C 5.285 -4.116 -0.402 0.5 0.5 0.6
O 5.333 -3.257 -1.539 0.8 0.8 -0.9
C 6.650 -2.893 -1.995 0.9 -1.3 -0.4
C 6.687 -2.284 -3.416 -1.3 -2.4 0.0
N 5.714 -1.225 -3.459 1.8 0.8 0.2
C 5.698 -0.501 -4.726 -0.3 0.0 -0.8
C 5.461 -1.391 -6.002 -0.5 1.1 1.8
O 4.214 -2.077 -5.858 1.2 0.9 -0.4
C 3.692 -2.381 -7.139 -0.4 -0.2 -0.7
H 4.305 -4.586 -0.382 0.1 -0.1 -0.1
H 5.439 -3.555 0.523 -0.3 0.3 -0.1
H 6.131 -4.807 -0.380 -0.2 -0.4 -0.5
H 7.224 -3.826 -2.016 0.1 -0.1 -0.2
H 7.285 -2.269 -1.360 -0.9 0.4 0.6
H 6.320 -2.998 -4.164 0.3 -0.6 0.2
H 7.727 -2.126 -3.720 0.1 0.7 0.2
H 6.158 -0.630 -2.764 -1.2 0.8 0.3
H 6.592 0.116 -4.876 0.4 -0.3 -0.1
H 4.898 0.234 -4.617 -0.3 -0.2 -0.4
H 6.253 -2.121 -6.182 0.2 0.1 -0.1
H 5.414 -0.658 -6.809 0.0 -0.2 -0.3
H 2.693 -2.764 -6.938 0.1 -0.5 -0.5
H 4.383 -2.994 -7.729 -0.2 -1.0 0.6
H 3.664 -1.546 -7.850 -0.4 0.8 0.8
C -5.015 -6.981 5.210 0.6 -0.1 0.5
O -3.830 -7.774 5.178 -1.0 -0.7 -0.4
C -2.751 -7.391 5.972 0.0 1.0 -0.4
C -2.032 -6.117 5.466 1.6 -1.4 0.4
N -1.712 -6.112 4.063 -1.1 0.7 0.6
C -1.267 -4.810 3.622 -0.2 -1.8 -2.4
C -2.432 -3.889 3.288 0.3 0.1 0.1
O -3.503 -4.466 2.549 0.4 -0.3 0.5
C -4.626 -3.618 2.472 -0.6 -0.2 0.6
H -5.653 -7.269 6.052 0.2 0.1 0.4
H -5.646 -7.165 4.343 0.6 0.0 -0.4
H -4.738 -5.928 5.272 -0.3 0.1 -0.1
H -2.039 -8.219 5.962 -0.1 -0.1 -0.3
H -2.999 -7.271 7.034 -0.3 0.2 0.1
H -1.028 -6.228 5.910 -0.2 0.5 1.2
H -2.461 -5.170 5.788 -0.2 -0.1 -0.1
H -1.171 -6.909 3.770 0.1 0.2 -0.1
H -0.763 -5.033 2.676 -0.2 0.1 -0.2
H -0.480 -4.271 4.164 -0.3 0.0 0.8
H -1.879 -3.161 2.691 -0.7 1.0 0.1
H -2.853 -3.488 4.215 0.1 0.5 -0.1
H -4.466 -2.858 1.715 -0.4 0.4 0.1
H -4.957 -3.205 3.434 0.9 0.6 0.2
H -5.546 -4.178 2.289 0.4 -0.5 -0.9
C 1.779 6.486 4.634 0.0 -3.1 1.2
O 1.450 5.316 3.842 -0.3 1.2 -1.3
C 1.216 5.641 2.459 -0.1 0.6 -0.8
C -0.144 5.091 1.866 0.7 0.6 0.5
N -0.973 4.589 2.980 0.5 0.5 -0.4
C -2.285 5.237 3.084 -0.8 -2.0 0.9
C -2.385 6.685 3.395 0.6 1.4 0.0
O -1.681 7.056 4.643 -0.4 0.4 -0.8
C -1.943 8.393 5.035 -0.3 0.3 0.8
H 1.640 6.006 5.608 0.0 0.6 0.4
H 1.081 7.318 4.597 0.3 0.2 -0.7
H 2.863 6.596 4.590 -0.1 1.1 -0.5
H 1.996 5.294 1.776 0.3 -0.5 0.5
H 1.301 6.725 2.354 -0.4 0.2 0.1
H 0.153 4.388 1.090 -0.4 -0.7 0.4
H -0.669 5.853 1.283 0.1 0.3 0.2
H -0.400 4.849 3.774 -0.3 -0.5 0.5
H -2.873 4.781 3.888 0.4 -0.6 0.1
H -2.837 4.856 2.220 -0.4 0.9 -0.2
H -3.418 6.987 3.567 -0.2 -0.2 -0.4
H -1.975 7.231 2.539 0.1 0.6 0.2
H -2.976 8.754 4.979 -0.4 -0.6 -0.7
H -1.365 9.195 4.566 0.4 -0.4 -0.5
H -1.786 8.529 6.108 0.5 -0.6 0.1
C 0.096 7.189 -2.202 -1.0 -0.4 -1.2
C 0.983 6.239 -1.695 -0.7 0.0 0.0
C 0.558 4.913 -1.602 0.0 -0.3 0.6
C -0.671 4.496 -2.065 -0.4 0.7 -0.7
C -1.549 5.439 -2.613 0.6 -0.6 0.6
C -1.161 6.767 -2.719 0.3 -0.5 0.5
O -2.069 7.620 -3.333 0.8 0.7 0.2
O 1.316 4.005 -0.941 1.4 0.4 -0.1
H 0.362 8.229 -2.337 0.1 0.0 0.1
H 1.986 6.491 -1.379 0.0 0.1 0.2
H -0.828 3.426 -2.031 -0.7 0.1 0.1
H -2.565 5.166 -2.867 0.0 -0.1 -0.3
H -2.495 7.124 -4.037 -0.1 -0.1 0.1
H 0.837 3.183 -0.717 -0.4 -0.1 0.2
C 4.461 0.998 0.771 0.6 0.4 -1.3
C 5.212 1.048 -0.578 -0.5 -1.3 -0.4
O 6.021 -0.124 -0.430 1.5 -0.8 -0.7
C 6.371 -0.289 0.847 -1.5 -0.4 0.0
O 7.149 -1.097 1.259 0.2 0.5 -0.1
O 5.561 0.490 1.579 -0.4 0.6 1.4
H 3.606 0.321 0.801 0.3 -0.5 -0.3
H 4.023 1.954 1.057 0.8 0.2 0.6
H 5.942 1.835 -0.774 -0.6 0.6 0.5
H 4.676 0.796 -1.494 -0.7 0.6 0.3
```
Forces are in eV/Å.

Total charge: -3
E in eV: -106953.410
HOMO energy in eV: 0.533
Multiplicity: 1
Strongest force on any atom in eV/A: 3.751



Record 2
Formula: C45H69Cl3F6N13O2SeSiY
Source: OMol25
Level of theory: ωB97M-V/def2-TZVPD

Structure (XYZ):
```
141
Properties=species:S:1:pos:R:3:forces:R:3
Y -1.546 0.970 -0.849 0.3 0.5 -1.8
O -1.297 2.508 -2.369 -0.2 -0.5 0.6
C -1.355 3.739 -2.746 0.0 1.0 -0.2
C -1.174 4.061 -4.116 0.0 -0.2 0.2
C -1.171 5.356 -4.568 0.0 0.1 0.1
C -1.351 6.411 -3.677 -0.1 0.2 0.0
C -1.555 6.136 -2.343 0.0 -0.1 0.0
C -1.564 4.829 -1.844 0.0 -0.4 -0.7
C -1.728 4.579 -0.428 -0.1 -0.1 0.2
N -1.571 3.419 0.206 0.0 -0.4 -0.3
C -1.723 3.684 1.539 0.0 0.4 0.5
C -1.983 5.006 1.726 0.1 -0.4 0.3
N -1.986 5.563 0.477 0.0 -0.1 -0.3
H -1.039 3.241 -4.808 0.0 -0.1 0.0
H -1.019 5.560 -5.620 0.0 0.0 -0.1
H -1.337 7.433 -4.028 0.0 0.0 0.0
H -1.690 6.965 -1.663 0.0 0.1 0.0
H -1.650 2.912 2.282 0.0 -0.1 0.1
H -2.165 5.583 2.611 -0.1 0.0 0.1
H -2.206 6.524 0.271 0.1 -0.2 -0.1
C 1.162 -2.531 -4.589 0.1 0.3 -0.1
N -0.139 -2.771 -4.012 -0.2 0.1 0.1
C -0.629 -4.129 -4.118 -0.1 -0.2 0.0
C -1.929 -4.097 -3.326 0.0 -0.1 -0.1
N -1.830 -2.866 -2.567 0.2 -0.3 -0.2
C -3.086 -2.394 -2.035 0.0 0.3 0.2
C -0.862 -2.038 -3.084 0.0 -0.2 0.1
N -0.711 -0.821 -2.686 0.0 0.4 0.5
C 0.192 0.066 -3.405 0.2 -0.1 -0.1
C 1.532 0.292 -2.692 0.1 0.1 -0.3
N 1.397 1.278 -1.648 -0.3 0.1 0.0
C 2.405 1.899 -1.167 -0.1 -0.3 0.2
N 3.781 1.669 -1.304 0.0 0.0 0.3
C 4.451 1.269 -2.521 -0.1 -0.2 -0.2
C 4.517 2.669 -0.543 0.1 0.2 0.0
C 3.461 3.235 0.405 0.1 -0.2 0.2
N 2.206 2.903 -0.237 0.5 0.3 -0.2
C 1.350 3.993 -0.633 -0.2 0.1 -0.1
H 1.648 -3.496 -4.750 0.0 0.0 0.1
H 1.801 -1.934 -3.942 0.0 0.0 0.0
H 1.079 -2.029 -5.556 0.1 0.0 0.0
H 0.099 -4.836 -3.686 -0.1 0.1 -0.1
H -0.778 -4.396 -5.169 0.0 -0.1 0.1
H -2.042 -4.954 -2.654 0.0 0.0 -0.1
H -2.805 -4.064 -3.989 0.1 0.0 0.1
H -3.395 -3.048 -1.219 0.0 0.1 0.1
H -3.861 -2.408 -2.808 0.0 0.1 0.1
H -2.980 -1.371 -1.675 -0.2 -0.2 0.0
H -0.297 1.041 -3.476 0.2 -0.1 -0.2
H 0.365 -0.287 -4.423 0.0 0.1 0.0
H 2.231 0.626 -3.466 0.0 -0.2 0.0
H 1.903 -0.647 -2.249 0.0 0.0 -0.2
H 4.154 0.273 -2.836 0.0 0.0 0.0
H 5.522 1.247 -2.316 0.0 0.0 0.0
H 4.277 1.971 -3.347 0.0 0.0 0.0
H 4.920 3.445 -1.212 0.0 -0.1 0.1
H 5.351 2.195 -0.015 0.0 0.1 -0.1
H 3.560 4.310 0.558 0.0 -0.1 0.0
H 3.497 2.740 1.382 0.1 0.1 0.0
H 1.883 4.716 -1.267 0.0 0.0 0.0
H 0.968 4.501 0.250 -0.1 0.0 0.0
H 0.528 3.563 -1.195 0.0 0.2 0.0
C -4.723 2.767 -2.822 0.1 -0.3 0.1
C -4.551 1.235 -2.759 -0.2 0.1 -0.4
O -3.758 0.776 -1.770 1.4 0.0 1.1
C -5.971 0.620 -2.648 -0.3 -0.3 0.2
F -6.676 1.157 -1.650 0.1 0.3 0.3
F -5.968 -0.703 -2.442 0.2 -0.2 0.1
F -6.709 0.816 -3.761 0.1 0.2 -0.4
C -3.951 0.749 -4.106 0.4 -0.1 -0.4
F -4.276 -0.514 -4.440 -0.2 -0.3 0.1
F -4.268 1.493 -5.178 -0.2 0.3 0.0
F -2.610 0.760 -4.032 0.0 0.2 -0.2
H -4.903 3.126 -1.813 0.0 0.0 0.0
H -5.557 3.038 -3.465 0.0 0.1 -0.1
H -3.809 3.218 -3.195 0.0 0.1 -0.1
C -1.222 -4.431 2.526 0.0 -0.1 -0.1
N -1.561 -3.516 1.458 -0.1 0.0 0.1
C -2.761 -2.755 1.706 0.0 0.1 -0.1
C -0.606 -2.994 0.624 0.2 -0.3 -0.1
N -0.586 -1.746 0.322 0.0 0.7 -0.2
N 0.301 -3.940 0.157 0.0 0.2 0.0
C -0.111 -5.308 -0.092 0.0 -0.1 0.1
C 1.392 -3.501 -0.676 0.0 0.1 0.2
H -1.334 -3.931 3.494 0.0 0.0 0.0
H -0.194 -4.770 2.441 0.0 0.0 0.0
H -1.893 -5.295 2.511 0.0 0.0 0.1
H -3.598 -3.446 1.835 0.0 0.1 0.0
H -2.938 -2.123 0.843 -0.2 0.0 0.1
H -2.691 -2.119 2.595 0.0 0.0 -0.1
H 0.113 -1.535 -0.387 -0.1 -0.3 0.0
H -1.164 -5.428 0.147 0.0 -0.1 0.0
H 0.479 -6.003 0.515 -0.1 -0.1 -0.1
H 0.039 -5.554 -1.147 0.0 0.0 0.0
H 1.888 -2.651 -0.212 0.1 0.0 0.0
H 1.065 -3.211 -1.683 0.0 0.0 0.0
H 2.108 -4.319 -0.757 0.1 0.0 0.0
C 4.719 1.039 3.364 0.0 -0.2 0.1
C 4.997 -0.438 3.127 0.0 0.1 -0.2
C 4.733 -0.900 1.694 -0.1 -0.2 0.3
C 3.285 -0.737 1.219 0.6 0.2 -0.5
N 2.290 -1.192 2.157 -0.5 0.3 0.3
C 1.233 -0.429 2.574 -0.3 -0.1 -0.1
Se 0.701 1.133 1.801 -0.1 0.5 0.0
N 0.628 -1.066 3.609 0.4 0.2 -0.5
C -0.551 -0.611 4.303 -0.6 0.2 0.6
C -0.344 -0.310 5.789 0.4 0.0 -0.1
C 0.658 0.802 6.091 -0.2 0.0 0.0
C 0.196 2.176 5.630 0.1 -0.1 0.0
C 1.251 -2.272 3.812 0.6 -0.6 -0.1
C 1.016 -3.285 4.728 0.1 0.1 0.0
C 1.822 -4.408 4.663 -0.1 0.0 0.1
C 2.812 -4.531 3.696 0.1 0.0 0.0
C 3.061 -3.521 2.781 0.0 0.1 0.0
C 2.291 -2.371 2.867 -0.3 -0.5 0.6
H 4.967 1.304 4.388 0.0 0.1 0.1
H 3.668 1.269 3.207 -0.2 0.1 0.0
H 5.317 1.660 2.700 0.1 0.1 -0.1
H 4.388 -1.031 3.810 0.0 -0.1 0.1
H 6.042 -0.651 3.362 0.0 -0.1 0.0
H 5.039 -1.944 1.617 0.1 0.0 -0.1
H 5.358 -0.336 0.999 0.0 0.0 -0.1
H 3.178 -1.264 0.265 -0.1 0.2 0.0
H 3.075 0.319 1.034 -0.1 -0.2 0.0
H -1.324 -1.378 4.210 0.0 0.1 -0.1
H -0.913 0.286 3.799 0.1 -0.2 -0.1
H -0.028 -1.211 6.320 -0.1 -0.1 0.0
H -1.323 -0.026 6.180 -0.1 0.0 0.0
H 1.616 0.565 5.624 0.2 -0.1 0.0
H 0.816 0.825 7.172 0.1 -0.1 0.0
H 0.188 2.244 4.546 0.0 0.0 -0.2
H 0.868 2.942 6.007 0.1 0.2 0.0
H -0.804 2.386 5.995 -0.2 0.1 0.1
H 0.233 -3.203 5.464 -0.1 0.0 0.1
H 1.673 -5.205 5.375 0.0 -0.1 0.1
H 3.410 -5.429 3.661 0.0 -0.1 0.0
H 3.822 -3.644 2.028 0.1 0.0 -0.1
Cl -4.626 2.542 0.763 -0.6 0.5 0.1
Si -3.634 0.718 0.898 -0.5 0.0 0.5
Cl -5.172 -0.658 0.687 -0.4 -0.4 0.0
Cl -3.415 0.619 3.011 0.0 0.0 0.6
```
Forces are in eV/Å.

E in eV: -199401.227
HOMO energy in eV: -7.180
ΔE to the lowest compared entry with this formula, charge and spin in eV: 0.422
Multiplicity: 1
Strongest force on any atom in eV/A: 1.888



Record 3
Formula: C45H69F3N3O8P2
Source: OMol25
Level of theory: ωB97M-V/def2-TZVPD

Structure (XYZ):
```
130
Properties=species:S:1:pos:R:3:forces:R:3
C 4.328 -1.759 4.005 0.9 0.0 0.7
C 3.256 -1.220 5.068 1.4 1.2 0.1
O 1.862 -1.531 4.766 0.9 -2.4 -1.8
C 1.751 -2.596 3.802 -1.0 -1.8 -2.2
C 1.335 -2.143 2.352 0.4 -3.3 0.8
C 1.081 -0.578 2.040 0.9 -0.8 -0.6
O -0.148 -0.069 2.635 -0.9 -1.4 -1.3
C -1.280 -0.331 1.806 -1.8 2.6 -2.7
C -2.147 -1.675 1.810 0.3 -0.7 -0.2
O -1.666 0.592 1.028 1.7 -3.5 3.2
C 1.200 -3.277 1.303 0.5 -0.3 2.3
C 1.430 -4.798 1.672 0.3 1.8 1.2
C 1.856 -5.274 3.108 0.1 4.7 -1.8
P 2.187 -7.082 3.540 -0.4 -1.3 0.6
C 3.777 -7.126 4.625 1.5 0.5 -0.8
O 2.660 -7.998 2.146 0.8 2.7 1.1
C 1.985 -4.110 4.176 -0.5 1.4 -1.8
C 2.361 -4.370 5.722 -0.4 1.1 -0.1
N 1.646 -5.548 6.310 0.4 0.8 -0.8
C 0.167 -5.428 6.193 -1.0 -0.7 1.3
C 1.185 -5.815 0.435 -0.9 -1.3 -0.1
O 0.507 -6.863 0.509 2.5 3.8 -0.1
C 1.853 -5.313 -0.953 1.0 1.8 -2.4
C 1.638 -3.789 -1.311 1.7 -2.1 -1.4
C 2.240 -3.222 -2.619 0.3 -3.6 1.2
C 3.054 -4.178 -3.560 -0.4 -1.3 1.1
C 3.761 -3.664 -4.920 0.0 -0.7 0.9
C 5.181 -2.973 -4.573 -0.3 -0.3 -0.7
C 6.307 -4.036 -4.113 0.0 0.2 0.7
C 6.463 -4.047 -2.504 0.2 1.1 -0.1
N 7.578 -4.958 -2.040 -1.5 0.4 0.7
C 3.274 -5.708 -3.232 -3.1 3.1 3.5
O 4.030 -6.596 -4.088 -3.2 -0.2 -1.8
C 3.193 -7.103 -5.128 -1.9 -0.4 -0.5
N 2.384 -7.513 -5.920 4.1 1.9 3.6
C 2.645 -6.248 -1.916 -0.6 1.8 -0.2
C 2.774 -7.804 -1.475 0.5 2.4 -0.6
O 1.498 -8.420 -1.810 0.6 -2.8 1.3
C 1.445 -9.751 -1.314 -0.8 -0.4 -0.4
F 2.517 -10.508 -1.906 -2.5 1.6 2.0
F 0.233 -10.403 -1.697 3.4 2.1 0.9
F 1.489 -9.783 0.105 0.3 -0.3 -3.7
C 0.819 -2.910 -0.226 -0.8 0.3 -0.5
O -0.050 -2.064 -0.550 3.2 -2.7 1.2
H 4.119 -1.436 2.930 0.1 -0.4 1.6
H 5.347 -1.297 4.309 -1.7 -0.7 -0.5
H 4.490 -2.901 4.038 -0.5 1.8 -0.1
H 3.337 -0.064 5.055 -0.3 -1.8 0.0
H 3.518 -1.515 6.158 -0.5 0.1 -1.9
H 1.971 0.047 2.425 -1.7 -1.0 -0.2
H 1.015 -0.377 0.916 0.2 -0.6 1.5
H -2.392 -1.958 0.718 0.6 0.8 1.7
H -3.175 -1.534 2.320 1.9 0.0 -0.5
H -1.588 -2.585 2.244 -0.9 1.6 -0.4
H 3.598 -7.641 5.629 -0.1 1.0 -1.5
H 4.237 -6.069 4.735 -0.8 -1.8 0.1
H 4.588 -7.749 4.077 -1.4 0.9 0.7
H 3.453 -7.533 1.784 -0.5 -0.8 0.1
H 3.509 -4.426 5.854 -1.9 -0.2 -0.2
H 2.028 -3.450 6.341 0.5 -1.0 -1.3
H 1.958 -5.593 7.296 -0.6 -0.1 -0.9
H -0.215 -5.508 5.119 0.8 0.3 1.5
H -0.259 -4.495 6.733 0.6 -1.2 -1.1
H -0.281 -6.337 6.754 0.7 1.5 -1.0
H 2.083 -2.105 -2.850 0.4 -2.1 0.2
H 3.978 -4.586 -5.576 -0.4 1.5 1.0
H 3.044 -2.998 -5.506 1.0 -0.7 1.0
H 5.564 -2.476 -5.545 -0.7 -0.6 1.6
H 4.991 -2.167 -3.771 0.5 -1.2 -1.2
H 6.082 -5.115 -4.420 0.1 1.6 0.2
H 7.288 -3.750 -4.648 -1.4 -0.5 1.2
H 5.459 -4.270 -1.970 1.4 0.3 -1.1
H 6.763 -2.986 -2.148 -0.5 -1.6 -0.7
H 7.161 -5.896 -1.883 0.5 0.7 -0.2
H 7.817 -4.608 -1.090 0.0 -0.6 -0.9
H 3.632 -8.235 -2.094 -1.2 0.3 1.1
H 2.958 -7.798 -0.347 -0.3 -0.4 -1.7
C -3.764 2.976 1.297 0.0 0.0 0.0
C -3.840 4.451 1.670 -0.2 -0.3 0.1
C -5.083 5.138 1.108 0.4 0.2 0.4
C -5.037 5.460 -0.392 -0.8 -0.8 0.0
P -4.062 6.851 -0.939 -0.3 0.6 0.5
C -4.552 8.242 0.119 0.2 0.3 0.5
C -6.025 8.638 0.263 -0.5 -0.1 -0.1
C -6.708 9.316 -0.928 -0.1 0.0 0.0
C -5.938 10.480 -1.537 -0.2 0.1 0.0
C -4.548 7.318 -2.587 -0.6 0.1 -1.0
C -4.331 6.430 -3.808 0.3 -0.5 -0.4
C -2.885 6.212 -4.235 0.1 -0.2 -0.1
C -2.044 7.474 -4.352 0.1 -0.1 -0.1
C -2.303 6.788 -0.650 1.3 0.3 0.3
C -1.274 5.820 -1.246 0.2 -0.1 -0.7
C -1.661 4.347 -1.392 0.4 -0.2 -0.1
C -0.903 3.441 -0.431 -0.1 -0.2 0.0
H -3.795 2.821 0.213 0.1 -0.1 0.2
H -2.843 2.539 1.678 0.0 -0.1 -0.1
H -4.598 2.425 1.742 0.0 0.1 -0.1
H -2.934 4.965 1.351 0.1 0.1 -0.1
H -3.862 4.524 2.761 0.0 0.1 -0.1
H -5.255 6.057 1.672 -0.2 0.1 -0.1
H -5.949 4.496 1.299 0.0 0.1 -0.1
H -6.067 5.703 -0.682 0.1 0.2 -0.2
H -4.799 4.566 -0.973 0.1 0.1 0.0
H -3.952 9.113 -0.160 0.0 -0.1 -0.1
H -4.198 7.979 1.123 0.1 -0.1 -0.1
H -6.096 9.323 1.114 0.2 -0.1 0.0
H -6.614 7.755 0.539 0.1 0.1 0.1
H -7.687 9.686 -0.597 0.2 -0.1 0.0
H -6.944 8.583 -1.697 0.0 -0.1 -0.1
H -5.950 11.342 -0.865 0.1 0.0 -0.1
H -6.398 10.777 -2.482 0.0 0.1 0.1
H -4.897 10.235 -1.751 0.0 0.0 0.0
H -4.182 8.326 -2.795 0.1 0.0 0.2
H -5.635 7.407 -2.541 0.0 0.2 0.4
H -4.867 6.882 -4.650 -0.1 0.1 0.2
H -4.798 5.455 -3.632 0.0 0.1 -0.1
H -2.874 5.687 -5.199 -0.1 0.1 0.2
H -2.433 5.517 -3.537 0.2 -0.1 0.1
H -2.350 8.069 -5.215 0.0 0.1 0.1
H -0.991 7.207 -4.482 -0.1 0.1 -0.1
H -2.105 8.104 -3.460 0.0 0.0 0.0
H -2.170 6.762 0.435 -0.4 0.0 0.1
H -1.945 7.789 -0.930 -0.3 0.1 0.1
H -0.363 5.898 -0.643 -0.2 0.0 0.1
H -0.960 6.197 -2.220 -0.2 0.1 0.0
H -1.412 4.004 -2.402 -0.2 0.1 0.0
H -2.734 4.207 -1.284 -0.1 0.0 0.1
H 0.158 3.405 -0.693 -0.1 0.1 0.0
H -1.292 2.423 -0.484 0.1 0.1 0.2
H -0.983 3.792 0.600 0.0 -0.1 0.0
```
Forces are in eV/Å.

Total charge: +1
E in eV: -95344.914
HOMO energy in eV: -9.716
Multiplicity: 1
Strongest force on any atom in eV/A: 5.790



no.,HOMO-LUMO gap (eV)
1,2.954
2,7.293
3,6.937